[1]
82
Properties=species:S:1:pos:R:3:forces:R:3 method="wB97M-V/def2-TZVPD" lumo_energy_ev=-3.434 charge=+1 homo_ha=-0.4205
C -1.8972 2.5628 4.2038 0.006 -0.034 0.153
C -1.2207 1.2106 4.4522 -0.155 0.060 0.119
C -0.7259 0.4981 3.1912 0.311 0.337 0.273
I -0.6864 -1.6577 3.4751 0.103 -0.115 0.129
N -1.5034 0.7673 1.9893 -0.032 -0.696 -0.873
C -0.8801 0.4279 0.8025 -0.203 0.382 0.182
N -1.3588 -0.5573 0.0915 0.075 0.320 0.185
C -0.8985 -1.0048 -1.2208 -0.056 -0.159 -0.393
C 0.1016 -2.1546 -1.1460 -0.074 -0.182 -0.117
C 0.7467 -2.3707 -2.5164 -0.357 -0.062 0.134
C 1.7702 -3.5084 -2.5261 0.162 0.327 -0.329
O 3.0624 -3.0188 -2.9275 -0.051 -0.155 0.107
C 4.0808 -3.2376 -2.0303 0.618 -0.572 -0.215
C 4.0416 -2.3323 -0.8282 0.098 -0.119 0.143
O 4.9351 -4.0544 -2.2403 -0.626 0.681 0.113
N 0.2022 1.1999 0.4061 0.044 -0.338 0.174
C -0.1208 2.2347 -0.6035 0.171 0.111 0.062
C 0.2947 3.6663 -0.2279 -0.322 0.059 -0.374
C 0.7590 4.4833 -1.4465 0.129 0.097 0.142
C 2.2706 4.5867 -1.6828 -0.034 0.084 -0.195
N 3.0019 4.9839 -0.4774 0.278 -0.066 -0.080
C 4.3972 4.8423 -0.4252 0.262 0.407 0.124
N 5.2160 5.6736 0.0878 -0.414 -0.452 -0.226
N 4.8737 3.6090 -0.9812 -0.398 0.034 -0.034
C 1.4886 0.5138 0.2738 -0.017 -0.234 0.119
C 2.6995 1.3429 0.6770 0.092 -0.028 -0.194
C 2.7983 1.7605 2.1222 0.006 -0.090 0.084
F 3.8482 2.5639 2.3028 0.121 -0.011 0.008
F 2.9554 0.6876 2.9292 -0.072 -0.014 -0.035
F 1.7160 2.4185 2.5849 -0.024 0.090 -0.082
H -1.1650 3.3583 4.0709 -0.020 -0.010 -0.150
H -2.5641 2.5480 3.3429 0.025 0.008 -0.003
H -2.5031 2.8149 5.0751 0.085 0.043 -0.023
H -1.8847 0.5614 5.0259 -0.065 0.001 -0.182
H -0.3452 1.3721 5.0850 -0.036 -0.161 0.003
H 0.3160 0.7366 3.0151 -0.119 0.127 -0.225
H -2.4159 0.3232 2.0555 -0.062 0.142 0.130
H -2.1251 -1.0944 0.4815 0.114 -0.306 0.082
H -1.7791 -1.3703 -1.7518 -0.036 0.146 0.052
H -0.5069 -0.1615 -1.7887 0.082 0.079 0.208
H -0.4433 -3.0625 -0.8674 0.072 0.057 0.128
H 0.8582 -1.9812 -0.3795 -0.023 0.023 -0.048
H -0.0543 -2.5880 -3.2302 0.094 0.044 -0.040
H 1.2268 -1.4512 -2.8577 0.113 -0.045 -0.010
H 1.4975 -4.2596 -3.2663 -0.010 -0.113 0.171
H 1.8417 -3.9766 -1.5419 -0.047 -0.110 -0.028
H 3.8398 -1.3074 -1.1404 -0.014 -0.020 0.003
H 4.9916 -2.3983 -0.3043 -0.030 0.046 0.020
H 3.2518 -2.6647 -0.1479 -0.005 0.077 -0.034
H 0.3460 1.9441 -1.5544 0.090 -0.053 0.079
H -1.1996 2.2032 -0.7768 0.034 0.034 -0.027
H -0.5973 4.1647 0.1575 0.168 -0.052 0.314
H 1.0534 3.6643 0.5510 -0.024 0.025 0.005
H 0.3091 4.0777 -2.3573 -0.028 0.083 -0.031
H 0.3721 5.5012 -1.3549 -0.027 -0.037 0.040
H 2.7043 3.6689 -2.0794 -0.026 -0.073 0.255
H 2.4123 5.3451 -2.4625 0.027 -0.105 -0.086
H 2.7612 5.9273 -0.2031 -0.162 -0.039 0.151
H 4.7557 6.5214 0.4130 -0.015 0.025 -0.018
H 5.2117 3.0363 -0.2178 0.138 -0.033 0.040
H 5.6713 3.8220 -1.5663 0.145 -0.026 0.081
H 1.4558 -0.3880 0.8941 0.000 0.098 0.028
H 1.6556 0.1793 -0.7577 0.004 0.039 -0.032
H 2.8217 2.2273 0.0540 -0.070 0.108 -0.014
H 3.5741 0.7106 0.4974 0.032 0.125 -0.003
C -6.2588 -4.4312 -0.3281 -0.023 -0.023 0.061
C -4.8367 -4.8847 -0.6434 -0.130 0.117 -0.140
C -3.7502 -4.0615 0.0577 0.109 -0.219 0.019
O -3.5194 -2.7697 -0.5071 0.090 0.265 0.225
C -4.4532 -1.7764 -0.1177 -0.056 -0.011 -0.095
N -4.6668 -4.9426 -2.0954 0.244 0.081 0.123
H -6.5298 -3.5352 -0.8870 0.016 0.004 -0.008
H -6.9654 -5.2086 -0.6112 0.005 -0.004 -0.040
H -6.3879 -4.2277 0.7367 0.001 0.002 -0.003
H -4.7247 -5.9042 -0.2643 0.041 -0.003 0.049
H -2.8012 -4.5931 -0.0419 0.034 0.071 -0.050
H -3.9582 -3.9640 1.1307 -0.064 0.030 -0.018
H -4.7766 -1.9116 0.9193 -0.011 -0.026 -0.006
H -5.3300 -1.7577 -0.7651 -0.037 -0.022 0.049
H -3.9639 -0.8030 -0.2145 -0.079 0.043 -0.048
H -3.7779 -5.3735 -2.3304 -0.074 -0.099 -0.016
H -4.6112 -3.9962 -2.4597 -0.112 -0.015 -0.042

=====

[2]
80
Properties=species:S:1:pos:R:3:forces:R:3 method="wB97M-V/def2-TZVPD" lumo_energy_ev="-9.483 / -8.101" spin_multiplicity=6 charge=+3 relative_energy_kj_mol=65.9 homo_ha="-0.5746 / -0.5743" s_squared=8.764
Sm 0.3991 1.5026 0.2265 0.522 0.036 0.881
C -6.3969 2.0273 0.1822 0.025 -0.040 -0.043
C -5.8180 2.5025 -0.9823 -0.086 0.027 -0.005
C -4.5278 2.1339 -1.3205 0.155 -0.033 0.011
C -3.8135 1.2921 -0.4766 0.307 0.283 0.196
C -4.3874 0.8281 0.7092 0.162 0.091 -0.074
C -5.6838 1.1854 1.0230 -0.023 0.007 0.079
P -2.1070 0.7439 -0.8150 -1.288 -1.036 -0.491
C -2.2758 -1.0323 -0.4346 0.352 0.261 0.132
C -3.3281 -1.7463 -1.0074 0.110 0.034 0.058
C -3.5215 -3.0729 -0.6758 -0.021 0.129 -0.081
C -2.6839 -3.6864 0.2447 0.155 0.085 0.087
C -1.6477 -2.9757 0.8344 0.166 -0.017 0.069
C -1.4356 -1.6464 0.4956 0.180 0.503 -0.145
C -1.9262 0.8183 -2.6322 0.281 0.237 0.288
C -1.8541 -0.3194 -3.4287 0.012 0.005 0.064
C -1.7985 -0.1932 -4.8071 -0.033 -0.026 -0.082
C -1.8118 1.0597 -5.3986 0.059 -0.043 0.020
C -1.8182 2.1988 -4.6066 0.052 0.126 -0.006
C -1.8578 2.0829 -3.2272 -0.118 -0.095 0.068
H -7.4075 2.3041 0.4310 -0.147 0.055 0.047
H -6.3709 3.1586 -1.6352 -0.091 0.047 -0.077
H -4.0996 2.4894 -2.2452 -0.030 0.030 -0.050
H -3.8244 0.1792 1.3690 -0.074 -0.032 0.036
H -6.1388 0.8062 1.9242 -0.050 -0.015 0.103
H -3.9920 -1.2529 -1.7033 -0.115 -0.014 -0.028
H -4.3329 -3.6146 -1.1332 -0.100 -0.145 -0.003
H -2.8457 -4.7185 0.5094 -0.010 -0.134 0.060
H -1.0095 -3.4511 1.5652 0.012 -0.059 0.058
H -0.6308 -1.0593 0.9846 -0.430 -0.483 -0.070
H -1.8647 -1.2993 -2.9748 0.000 -0.044 -0.056
H -1.7761 -1.0800 -5.4198 0.005 -0.110 -0.093
H -1.8251 1.1504 -6.4733 0.031 0.009 -0.122
H -1.8143 3.1732 -5.0686 -0.041 0.159 -0.053
H -1.8820 2.9734 -2.6026 -0.069 0.021 -0.096
C 0.3263 -2.3435 4.6408 0.177 0.596 0.402
Si 0.7609 -0.5818 5.2494 0.061 -0.125 -0.119
C 2.5675 -0.3893 5.8387 -0.717 -0.092 -0.189
C -0.4737 0.0581 6.5285 0.409 -0.185 -0.499
C 0.6562 0.4107 3.6313 -0.020 -0.557 1.178
C 0.6122 0.9845 2.5586 -0.012 0.744 -2.102
H 0.5512 -3.0894 5.3960 0.052 -0.120 0.207
H 0.8575 -2.6319 3.7369 0.103 0.071 -0.042
H -0.7371 -2.4160 4.4310 -0.205 0.073 -0.030
H 2.5967 -0.5013 6.9191 0.037 -0.074 0.169
H 2.9689 0.5955 5.6115 -0.079 0.149 -0.042
H 3.2401 -1.1327 5.4180 0.024 -0.170 -0.102
H -0.4661 -0.5928 7.3989 0.075 -0.146 0.125
H -1.4932 0.0820 6.1572 -0.132 -0.057 -0.184
H -0.2304 1.0592 6.8704 0.148 0.157 0.002
N 3.9355 2.7186 -4.8653 0.470 -0.044 -0.141
C 2.5261 2.7707 -4.3874 -0.894 0.075 0.527
C 2.4438 2.4965 -2.8698 0.376 -0.091 -0.116
N 1.0835 2.6159 -2.3314 -0.212 0.061 -0.188
H 3.9996 2.9450 -5.8695 0.034 -0.076 0.268
H 4.3400 1.7816 -4.7282 -0.012 0.238 -0.071
H 4.5277 3.3911 -4.3561 -0.092 -0.178 -0.190
H 1.9433 2.0332 -4.9460 0.168 0.070 -0.021
H 2.1299 3.7625 -4.6169 0.132 -0.063 -0.074
H 3.0851 3.2092 -2.3408 0.018 -0.141 -0.007
H 2.7986 1.4832 -2.6552 0.083 0.174 0.050
H 0.4639 1.9957 -2.8713 0.055 0.316 0.204
H 0.7437 3.5678 -2.5017 -0.046 -0.316 0.044
O 4.2535 0.2728 -0.6308 -0.363 0.124 -0.302
C 3.1874 0.0134 -0.0919 2.022 -0.887 1.231
O 2.0284 0.2593 -0.5462 -1.429 0.670 -0.137
C 3.2499 -0.7281 1.2868 -0.953 0.431 -0.564
N 4.6740 -1.1022 1.5011 0.577 0.467 -0.279
C 4.7713 -2.5909 1.5618 0.024 -1.014 -0.011
C 3.5235 -3.0848 0.8401 0.023 0.118 0.048
C 2.4685 -2.0459 1.2232 0.025 -0.096 0.012
H 2.8659 -0.0598 2.0734 0.248 -0.210 -0.209
H 5.0948 -0.6719 2.3282 -0.131 0.023 -0.171
H 5.1449 -0.7068 0.6469 -0.055 -0.165 0.497
H 4.7498 -2.9042 2.6068 0.066 0.194 -0.032
H 5.6993 -2.9410 1.1085 -0.024 0.213 0.111
H 3.2460 -4.0854 1.1633 0.077 -0.016 -0.027
H 3.6890 -3.1144 -0.2369 -0.017 0.034 -0.042
H 2.0422 -2.2657 2.2018 -0.004 0.020 -0.101
H 1.6626 -1.9885 0.4868 0.052 -0.014 0.235

=====

[3]
19
Properties=species:S:1:pos:R:3:forces:R:3 method="wB97M-V/def2-TZVPD" lumo_energy_ev=-2.802 charge=+1 relative_energy_kj_mol=251.8 homo_ha=-0.5363
C 1.0827 -1.2446 -1.1212 0.131 1.320 0.907
C 0.3106 -0.9831 0.2160 1.668 -3.054 -1.652
N 1.0376 -0.1035 1.1133 -0.441 -0.666 0.109
C -0.9946 -0.4341 -0.1040 -0.518 2.273 1.871
F -1.9505 -1.3280 -0.2802 -0.305 0.281 -0.782
N -1.2990 0.6188 1.0168 -0.255 -2.282 2.269
C -1.1231 1.0150 -0.3711 -2.157 0.683 -2.403
N -0.1261 1.9373 -0.6240 4.028 -3.697 -0.526
H 2.1101 -1.4744 -0.8235 0.116 0.545 -0.477
H 0.7743 -2.1140 -1.6236 -0.850 -1.198 -0.522
H 0.9191 -0.4000 -1.8348 0.738 -0.470 0.644
H 0.1025 -1.9983 0.6236 0.338 0.775 0.373
H 1.5113 -0.6015 1.8272 0.500 -0.683 0.743
H 1.7360 0.3349 0.5645 0.960 0.725 -0.198
H -0.3333 0.4494 1.5914 -1.046 1.375 -1.116
H -2.1480 0.4451 1.5457 -0.430 0.424 -0.480
H -2.0411 1.3055 -1.0022 0.977 -0.579 1.636
H -0.4298 2.8163 -0.4694 -0.922 3.588 0.429
H 0.8610 1.7591 -0.2446 -2.532 0.640 -0.825

=====

[4]
11
Properties=species:S:1:pos:R:3:forces:R:3 method="wB97M-V/def2-TZVPD" lumo_energy_ev="-11.014 / -11.014" charge=+2 relative_energy_kj_mol=0.0 homo_ha="-0.6602 / -0.6602"
O 1.1421 -0.5603 0.6324 0.241 0.532 0.598
C 0.8142 -1.2053 -0.2367 -0.152 -0.256 -0.356
C 4.6213 0.6082 2.8573 1.421 -2.743 -0.201
C 4.6983 0.2087 1.6940 -0.620 2.528 -3.367
H 4.7814 0.2322 0.6191 0.195 -0.288 0.039
Cu 1.9903 0.9675 2.2985 0.827 -0.512 -0.087
O 5.0125 -0.5293 3.6648 -1.353 -0.282 1.856
C 3.9144 -0.9175 4.3255 2.832 3.693 0.884
O 4.0093 -1.5674 5.3734 -1.197 -1.647 0.703
O 2.9241 -0.1237 4.1301 -3.647 -0.827 0.812
Mg 2.1764 -0.8811 5.9749 1.453 -0.199 -0.881

=====

[5]
9
Properties=species:S:1:pos:R:3:forces:R:3 method="wB97M-V/def2-TZVPD" lumo_energy_ev=-0.139 relative_energy_kj_mol=198.1 homo_ha=-0.4142
B -0.2839 -0.0149 0.0857 -0.424 1.143 -0.086
C 1.2776 -0.0418 0.0589 0.554 -0.298 0.507
O -1.0402 -1.1441 -0.0836 2.389 -0.436 -0.090
O -0.8006 1.2742 0.0917 -6.082 -1.243 -1.619
H 1.7136 -0.8425 0.7401 -0.355 0.582 -1.569
H 1.7539 0.9030 0.3882 -0.529 -0.372 -0.285
H 1.4190 -0.1070 -1.0604 0.629 -0.522 1.167
H -1.9558 -1.1573 0.0502 -1.935 0.320 0.243
H -2.0838 1.1305 -0.2708 5.753 0.827 1.731

=====

Number 1: largest force on an atom 1.117 eV/Å. Number 2: largest force on an atom 2.528 eV/Å. Number 3: largest force on an atom 5.492 eV/Å. Number 4: largest force on an atom 4.737 eV/Å. Number 5: largest force on an atom 6.415 eV/Å.